The following is a quantum chemistry calculation of 11 unconnected molecules or ions with the total composition H22O11 in a non-equilibrium geometry, from OMol25.

The LUMO energy is 0.059 eV. The energy above the lowest of the compared OMol25 structures with the same formula, charge and spin is 4.628 eV. The calculation puts the HOMO-LUMO gap at 9.94 eV. Its structure (SMILES) is O.O.O.O.O.O.O.O.O.O.O.

Geometry as XYZ:
```
33
Properties=species:S:1:pos:R:3:nbo_charge:R:1
H -1.520 0.913 0.565 0.457
H 3.825 3.673 -0.992 0.475
H -0.036 1.704 -0.896 0.481
O 3.740 2.950 -0.361 -0.947
O -2.776 3.906 -0.908 -0.953
H -4.084 -0.072 0.977 0.468
H -2.068 4.431 -1.297 0.477
H 1.776 -1.769 1.319 0.478
H -0.603 0.294 -0.942 0.447
H -3.781 1.340 1.451 0.474
O 2.246 1.452 1.966 -0.943
H 2.509 0.652 1.497 0.460
O 0.229 0.777 -0.882 -0.932
O 1.609 -1.705 -0.975 -0.926
H 3.857 -0.556 -0.376 0.468
H -1.860 -2.374 -1.348 0.458
H -3.557 4.463 -0.995 0.482
H -2.948 -3.231 -1.974 0.463
H 4.548 -1.717 -1.072 0.461
H 1.556 -1.602 -1.932 0.481
O -2.228 -3.614 0.373 -0.934
H 2.346 2.151 1.310 0.482
H -2.192 2.164 0.024 0.487
O 3.702 -1.258 -1.018 -0.929
O -2.810 -2.533 -1.323 -0.917
H 1.065 -2.479 -0.791 0.445
H 4.430 3.124 0.289 0.474
O -4.512 0.756 1.222 -0.944
H -2.024 -4.556 0.388 0.464
H 2.087 -3.186 0.868 0.464
H -1.662 -3.240 1.057 0.466
O 2.081 -2.621 1.649 -0.941
O -1.489 1.875 0.617 -0.946
```